Entry 1:
This record from OMol25 describes one molecule with the formula C9H14 at a distorted geometry. The level of theory is wB97M-V/def2-TZVPD.

Its energy above the lowest of the compared OMol25 structures with the same formula, charge and spin is 154.2 kcal/mol. The calculation puts the LUMO energy at 0.9 eV. As for the multiplicity: 1. The value obtained for the orbital gap is 0.3479 Eh.

XYZ file:
```
23
Properties=species:S:1:pos:R:3:forces:R:3:mulliken_charge:R:1
C 0.1965 -1.5164 1.7433 3.39 -1.38 1.90 -0.4707
C -0.4605 -0.1673 1.6149 -4.52 0.12 3.12 -1.0230
C -0.6780 0.2374 0.2314 4.36 4.28 2.87 0.5641
C -0.3243 1.7816 0.0215 -0.69 0.12 2.52 -0.4174
C -0.0001 1.8727 -1.3984 7.40 -1.05 0.48 -0.6932
C 0.9042 0.5103 -1.5964 -0.47 0.13 0.10 -1.0045
C 0.2915 -0.6085 -0.6948 -0.29 0.34 1.61 0.3977
C 1.0522 -1.6091 0.3945 2.56 -0.59 0.65 -0.6521
C -1.2627 -0.6382 -0.6130 -2.67 -5.02 -1.95 -0.6433
H 1.1485 -1.2250 2.6257 -3.11 -1.79 -2.19 0.2002
H -0.3648 -2.5855 2.0501 1.25 3.36 -0.85 0.2920
H -1.6236 -0.1455 1.9284 2.42 -0.33 0.58 0.2004
H 0.0706 0.5673 2.2697 -0.58 -0.42 -0.86 0.4907
H -1.0608 2.7481 0.0887 1.19 -2.65 1.29 0.1977
H 0.6145 1.7253 0.8431 -2.27 1.43 -2.64 0.2329
H 0.8958 2.6998 -1.5006 -3.04 -1.34 -0.67 0.2688
H -0.8402 1.7795 -2.0108 -1.08 0.75 -1.26 0.4383
H 0.9389 0.3292 -2.6467 -0.21 -0.70 -0.94 0.3800
H 1.9722 0.6787 -1.3726 -0.50 0.09 0.53 0.3515
H 1.4035 -2.8518 0.2934 -1.37 3.73 -0.67 0.2412
H 2.1455 -1.1038 0.7122 -2.85 -1.10 -1.37 0.1908
H -1.7798 -1.6322 -0.1096 1.26 2.59 -1.54 0.1952
H -1.8337 -0.1585 -1.3890 -0.20 -0.57 -0.71 0.2625
```
Forces are in eV/Å.


Entry 2:
This record from OMol25 describes a 2-piece molecular cluster, C9H14 overall at a distorted geometry. The level of theory is wB97M-V/def2-TZVPD.

Its energy above the lowest of the compared OMol25 structures with the same formula, charge and spin is 7.1 kcal/mol. The calculation puts the LUMO energy at 1.0 eV. As for the multiplicity: 1. The value obtained for the orbital gap is 0.3699 Eh.

XYZ file:
```
23
Properties=species:S:1:pos:R:3:forces:R:3:mulliken_charge:R:1
C -3.0053 1.2290 0.7903 0.19 -0.28 0.55 -1.4053
C -2.1545 -0.0300 0.7852 -1.45 0.01 -0.73 1.0118
C -1.0962 -0.1107 -0.1299 -0.21 0.22 1.18 -0.5753
C -0.3063 -1.2399 -0.1475 0.01 -0.69 -0.84 -0.2457
C -0.6685 -2.3621 0.5831 0.10 0.45 1.08 -0.6995
C -1.7455 -2.2843 1.4545 -0.18 -0.25 0.08 -0.2286
C -2.5391 -1.1411 1.5423 1.50 -0.12 -0.31 -0.6056
H -3.8354 1.1421 1.4916 0.12 -0.01 0.16 0.3543
H -3.4722 1.4424 -0.1698 0.31 0.02 -0.19 0.3250
H -2.3693 2.0566 1.1068 -0.23 0.25 -0.16 0.3296
H -0.8860 0.7882 -0.6926 0.25 -0.11 -0.25 0.4021
H 0.5483 -1.3461 -0.8009 0.10 0.32 -0.09 0.3568
H -0.0148 -3.2192 0.6587 -0.03 -0.13 -0.37 0.3508
H -1.9423 -3.1279 2.1071 -0.15 -0.01 -0.09 0.3299
H -3.3265 -1.1347 2.2745 -0.35 0.32 -0.03 0.2906
C 2.7200 1.0448 -1.7128 -1.05 0.27 -0.30 -0.5083
C 4.0075 1.3077 -0.9633 0.24 -0.46 -0.29 -0.8600
H 2.8768 0.5085 -2.6493 0.22 -0.10 0.06 0.3170
H 1.9716 0.4812 -1.1545 0.25 -0.19 0.25 -0.0712
H 2.1715 1.9490 -2.0009 0.34 0.16 0.09 0.3062
H 4.4840 0.3504 -0.7369 0.07 0.09 0.08 0.2652
H 3.8908 1.8418 -0.0234 -0.16 0.12 -0.04 0.2937
H 4.6915 1.8544 -1.6123 0.09 0.13 0.16 0.2663
```
Forces are in eV/Å.


Entry 3:
This record from OMol25 describes a 2-piece molecular cluster, C9H14 overall at a distorted geometry. The level of theory is wB97M-V/def2-TZVPD.

Its energy above the lowest of the compared OMol25 structures with the same formula, charge and spin is 13.1 kcal/mol. The calculation puts the LUMO energy at 1.0 eV. As for the multiplicity: 1. The value obtained for the orbital gap is 0.3701 Eh.

XYZ file:
```
23
Properties=species:S:1:pos:R:3:forces:R:3:mulliken_charge:R:1
C 0.7204 2.0346 1.8016 -1.82 -0.02 0.22 -1.3706
C 0.4310 1.6701 0.3671 1.00 0.12 0.12 0.7449
C 1.1904 0.7059 -0.2668 -0.09 -1.53 -0.53 -0.3036
C 0.8739 0.2341 -1.5444 -0.97 0.89 0.22 -0.4990
C -0.2260 0.7967 -2.2048 -0.02 -0.37 -0.15 -0.3947
C -0.9941 1.7807 -1.5973 0.55 -0.38 0.42 -0.6394
C -0.6079 2.2341 -0.3435 -0.50 1.01 -0.19 -0.3133
H 0.1008 2.9066 2.0420 0.62 0.30 0.05 0.3540
H 1.7500 2.1369 2.1077 0.26 0.16 -0.22 0.3611
H 0.2416 1.2863 2.4521 0.39 -0.19 -0.14 0.2712
H 1.9007 0.1133 0.2965 0.33 0.37 0.09 0.3667
H 1.3406 -0.6319 -1.9886 0.41 0.10 0.04 0.4176
H -0.5044 0.4242 -3.1827 -0.04 -0.06 0.00 0.3435
H -1.9272 2.1464 -1.9984 0.17 0.17 -0.45 0.3874
H -1.0977 3.1404 0.0121 -0.19 -0.42 0.43 0.2753
C 0.0003 -2.0915 0.8520 -0.14 -0.76 1.60 -0.6728
C -0.8261 -3.1166 0.0642 0.44 0.46 0.20 -0.9245
H 0.0199 -2.4100 1.9094 -0.23 -0.01 -0.16 0.4211
H 1.0650 -2.1238 0.6255 -0.10 0.29 -0.56 0.2223
H -0.3894 -1.0851 0.9246 0.04 0.24 -0.65 0.1168
H -0.5328 -3.1214 -0.9849 -0.08 -0.20 -0.02 0.2506
H -1.9009 -2.9579 0.1190 -0.01 0.22 0.06 0.2757
H -0.6280 -4.0719 0.5375 0.00 -0.41 -0.40 0.3099
```
Forces are in eV/Å.


Entry 4:
This record from OMol25 describes a 2-piece molecular cluster, C9H14 overall at a distorted geometry. The level of theory is wB97M-V/def2-TZVPD.

Its energy above the lowest of the compared OMol25 structures with the same formula, charge and spin is 10.0 kcal/mol. The calculation puts the LUMO energy at 1.0 eV. As for the multiplicity: 1. The value obtained for the orbital gap is 0.3681 Eh.

XYZ file:
```
23
Properties=species:S:1:pos:R:3:forces:R:3:mulliken_charge:R:1
C -1.0323 -3.2866 -1.4258 -0.56 0.20 0.48 -1.3917
C -0.9819 -1.8407 -0.9531 -0.52 -1.58 -0.59 0.9678
C -2.1080 -1.0501 -1.1197 0.47 1.66 0.43 -0.6950
C -2.0077 0.2792 -0.6970 -0.33 -0.15 -0.10 -0.3759
C -0.8982 0.7373 -0.0192 0.09 0.34 -0.16 -0.3994
C 0.1833 -0.0982 0.2264 -0.23 0.20 -0.11 0.0111
C 0.1425 -1.3877 -0.2790 0.19 0.50 -0.05 -0.7059
H -1.9372 -3.4674 -2.0017 -0.08 0.02 -0.04 0.3498
H -1.0924 -3.9143 -0.5357 0.07 -0.23 -0.07 0.2941
H -0.2049 -3.6302 -2.0292 0.45 0.19 -0.06 0.3560
H -3.0554 -1.3024 -1.5776 0.30 -0.68 -0.21 0.3108
H -2.8017 0.9802 -0.9260 -0.11 -0.08 0.11 0.3505
H -0.8594 1.7884 0.2350 0.08 -0.01 0.26 0.3586
H 1.0211 0.3222 0.7682 0.01 -0.46 -0.17 0.1481
H 1.0106 -2.0293 -0.2231 0.01 -0.13 0.20 0.3641
C 2.8485 3.5543 1.8054 -0.02 -0.44 -0.59 -0.9458
C 2.4345 2.0781 1.6742 0.11 0.43 0.98 -0.6914
H 1.9824 4.1825 1.6110 0.01 0.22 0.32 0.2761
H 3.3038 3.7549 2.7696 -0.24 0.20 0.17 0.2864
H 3.5734 3.8338 1.0509 0.31 -0.03 -0.14 0.2808
H 1.4146 1.9880 2.0493 -0.16 -0.16 -0.42 0.2396
H 2.5541 1.6747 0.6750 -0.19 0.10 -0.11 0.2749
H 2.9971 1.4537 2.3652 0.35 -0.11 -0.13 0.3363
```
Forces are in eV/Å.


Entry 5:
This record from OMol25 describes a 2-piece molecular cluster, C9H14 overall at a distorted geometry. The level of theory is wB97M-V/def2-TZVPD.

Its energy above the lowest of the compared OMol25 structures with the same formula, charge and spin is 9.0 kcal/mol. The calculation puts the LUMO energy at 1.0 eV. As for the multiplicity: 1. The value obtained for the orbital gap is 0.3670 Eh.

XYZ file:
```
23
Properties=species:S:1:pos:R:3:forces:R:3:mulliken_charge:R:1
C 0.0805 0.1397 0.8767 -0.93 -0.36 -0.57 -1.2784
C 0.4649 -1.3073 0.6076 0.93 1.23 0.64 0.8102
C 0.6404 -1.7754 -0.6851 -0.22 -0.89 0.50 -0.4881
C 1.0731 -3.0929 -0.8591 0.01 0.64 -0.47 -0.3157
C 1.4617 -3.8601 0.2248 0.56 0.33 -0.60 -0.5200
C 1.3426 -3.3496 1.5079 -0.79 -0.45 0.73 -0.3684
C 0.7668 -2.1079 1.7201 -0.21 0.03 -1.08 -0.5820
H 0.5611 0.6393 1.7148 0.20 -0.40 0.13 0.3666
H -0.9924 0.0966 1.0791 -0.11 0.49 0.10 0.3127
H 0.2231 0.7820 0.0038 -0.03 -0.19 -0.02 0.2740
H 0.3931 -1.1747 -1.5479 0.03 0.18 0.01 0.3593
H 1.1527 -3.4546 -1.8821 0.13 -0.17 0.24 0.3420
H 1.9870 -4.7775 0.0073 -0.25 -0.35 0.31 0.3526
H 1.5513 -3.9867 2.3627 0.25 0.10 -0.10 0.3353
H 0.4825 -1.7187 2.6898 0.43 -0.16 0.17 0.3782
C -1.8191 3.2373 -1.4645 0.34 -0.24 -0.66 -0.8786
C -0.9718 3.9805 -0.4383 -0.43 0.31 -0.39 -0.7547
H -2.3734 2.3786 -1.0983 -0.27 0.14 0.47 0.2798
H -2.4939 3.9337 -1.9681 -0.13 -0.20 0.11 0.3313
H -1.1983 2.7866 -2.2494 0.11 0.32 0.03 0.2586
H -1.5844 4.3574 0.3766 -0.02 -0.29 0.32 0.2509
H -0.1441 3.3791 -0.0695 0.00 0.10 0.14 0.2386
H -0.6033 4.8944 -0.9087 0.40 -0.16 -0.01 0.2957
```
Forces are in eV/Å.


Entry 6:
This record from OMol25 describes a 2-piece molecular cluster, C9H14 overall at a distorted geometry. The level of theory is wB97M-V/def2-TZVPD.

Its energy above the lowest of the compared OMol25 structures with the same formula, charge and spin is 17.6 kcal/mol. The calculation puts the LUMO energy at 1.0 eV. As for the multiplicity: 1. The value obtained for the orbital gap is 0.3695 Eh.

XYZ file:
```
23
Properties=species:S:1:pos:R:3:forces:R:3:mulliken_charge:R:1
C -1.3579 -1.7549 2.1140 -1.57 1.36 0.30 -1.3436
C -1.5845 -0.7556 0.9758 0.55 -0.48 1.31 0.9501
C -2.4415 0.3317 1.1575 -0.49 -0.75 -0.64 -0.5818
C -2.7605 1.1409 0.0750 1.07 0.35 0.30 -0.4132
C -1.8677 1.1623 -1.0086 -1.48 0.06 -0.15 -0.5832
C -0.9416 0.1539 -1.1228 0.56 -1.71 -0.38 -0.4038
C -0.8765 -0.8975 -0.1963 -0.01 1.31 -0.04 -0.5412
H -2.0483 -2.5951 1.9980 0.51 -0.28 -0.13 0.2985
H -1.7064 -1.2752 3.0556 0.47 -0.27 -0.41 0.3346
H -0.3195 -2.0156 2.2083 0.28 -0.45 0.01 0.3536
H -2.9156 0.4445 2.1172 -0.40 0.00 0.10 0.3279
H -3.6263 1.7911 0.0987 0.26 0.29 0.14 0.3791
H -2.0666 1.9071 -1.7777 0.40 -0.27 -0.05 0.3404
H -0.2887 -0.0375 -1.9667 -0.11 0.84 -0.30 0.5083
H -0.1665 -1.7063 -0.3246 -0.14 -0.01 -0.08 0.3703
C 3.7151 0.7350 -1.3214 -0.04 1.17 0.36 -0.9766
C 2.4861 0.2245 -0.5814 0.51 0.08 0.30 -0.5388
H 4.4597 -0.0140 -1.5573 -0.12 -0.22 -0.49 0.3025
H 3.4084 1.3867 -2.1448 0.40 -0.55 -0.40 0.2898
H 4.2303 1.4180 -0.6358 0.04 0.03 -0.12 0.2719
H 2.8468 0.1637 0.4592 -0.96 -0.23 -0.12 0.2821
H 2.1531 -0.7631 -0.9168 -0.02 0.22 0.05 0.1712
H 1.6687 0.9554 -0.7050 0.28 -0.48 0.44 0.2020
```
Forces are in eV/Å.